Entry 1:
A molecular structure, C48H49BiIN7O6, computed with ωB97M-V/def2-TZVPD.

```
! RIJCOSX wB97M-V def2-TZVPD def2/J DEFGRID3
* xyz 0 1
Bi -1.29 1.13 0.37
C 4.12 0.42 -6.22
C 3.30 0.79 -5.02
C 3.84 1.18 -3.85
C 3.02 1.58 -2.74
C 3.50 1.82 -1.48
N 4.64 1.36 -0.90
C 5.15 -0.03 -0.86
C 4.63 -1.01 -1.92
C 4.65 -2.47 -1.48
N 3.35 -2.99 -1.03
C 2.17 -2.59 -1.48
C 0.92 -3.13 -1.30
C 0.61 -4.45 -0.83
C -0.64 -4.94 -0.92
C -1.02 -6.31 -0.44
C -1.66 -4.10 -1.51
C -1.47 -2.82 -1.90
C -2.60 -2.03 -2.46
N -2.81 -0.83 -2.15
C -4.00 -0.19 -2.70
C -3.70 1.22 -3.19
C -2.70 1.31 -4.34
N -1.36 1.63 -3.88
C -0.43 0.94 -4.38
C 1.01 1.13 -4.13
C 1.86 0.70 -5.09
C 1.55 1.71 -2.88
O 0.86 2.13 -1.97
C -0.15 -2.22 -1.71
O 0.07 -1.01 -1.86
H 5.17 0.69 -6.08
H 3.77 0.93 -7.12
H 4.07 -0.65 -6.42
H 4.92 1.26 -3.74
H 2.89 2.45 -0.83
H 4.80 1.80 -0.01
H 4.87 -0.43 0.12
H 6.24 0.01 -0.89
H 5.21 -0.92 -2.83
H 3.62 -0.71 -2.19
H 5.34 -2.63 -0.65
H 5.00 -3.09 -2.31
H 3.38 -3.79 -0.41
H 2.17 -1.67 -2.07
H 1.40 -5.08 -0.44
H -0.15 -6.86 -0.09
H -1.49 -6.89 -1.24
H -1.74 -6.25 0.38
H -2.65 -4.54 -1.64
H -3.28 -2.59 -3.12
H -4.73 -0.12 -1.89
H -4.45 -0.80 -3.50
H -3.32 1.83 -2.36
H -4.65 1.67 -3.49
H -3.00 2.12 -5.01
H -2.71 0.38 -4.93
H -0.65 0.13 -5.09
H 1.43 0.27 -5.99
I 1.52 0.07 0.37
C 2.12 1.44 1.81
C 3.40 1.37 2.28
C 3.87 2.33 3.21
C 3.04 3.33 3.61
C 1.71 3.42 3.13
C 0.88 4.48 3.57
C -0.40 4.58 3.12
C -0.92 3.60 2.24
C -0.18 2.54 1.80
C 1.19 2.45 2.22
H 4.05 0.57 1.96
H 4.88 2.26 3.59
H 3.38 4.08 4.31
H 1.29 5.21 4.25
H -1.03 5.40 3.44
H -1.95 3.71 1.91
O -6.83 4.22 1.03
C -6.70 3.35 2.01
O -7.54 3.18 2.86
C -5.45 2.54 2.02
C -5.21 1.54 2.94
N -4.01 1.02 2.66
N -3.44 1.63 1.61
C -4.30 2.56 1.22
C -3.91 3.39 0.03
O -4.78 4.15 -0.44
O -2.73 3.23 -0.37
H -6.03 4.22 0.41
H -5.83 1.18 3.75
H -3.53 0.23 3.07
C 1.47 -1.87 4.00
N 0.50 -1.08 4.75
C 1.17 -0.21 5.69
C -0.37 -0.31 3.88
C -1.27 -1.16 3.02
C -1.76 -2.35 3.56
C -2.68 -3.13 2.87
C -3.14 -2.70 1.64
C -2.67 -1.51 1.11
C -1.72 -0.72 1.77
H 2.00 -2.53 4.69
H 2.21 -1.25 3.48
H 0.96 -2.49 3.26
H 1.78 -0.80 6.37
H 0.43 0.33 6.28
H 1.82 0.53 5.20
H 0.18 0.40 3.25
H -1.00 0.30 4.54
H -1.40 -2.66 4.53
H -3.04 -4.05 3.31
H -3.88 -3.28 1.09
H -3.06 -1.18 0.16
*
```

The HOMO energy comes out at -7.727 eV. Its LUMO energy is -0.81 eV.

Entry 2:
A molecular structure, C48H49CuF5NOP2Te, computed with ωB97M-V/def2-TZVPD.

```
! RIJCOSX wB97M-V def2-TZVPD def2/J DEFGRID3
* xyz 0 1
Cu -1.27 0.28 0.02
C -0.46 3.43 0.42
C 0.76 2.99 -0.42
P 2.32 3.85 0.10
C 2.27 5.31 -1.01
C 2.12 5.22 -2.40
C 2.06 6.37 -3.17
C 2.15 7.62 -2.58
C 2.31 7.72 -1.21
C 2.37 6.57 -0.43
C 3.54 2.76 -0.73
C 4.55 3.24 -1.56
C 5.51 2.38 -2.07
C 5.48 1.03 -1.76
C 4.49 0.54 -0.92
C 3.54 1.40 -0.40
P -1.08 1.98 1.35
C 0.18 1.74 2.64
C 0.75 2.80 3.34
C 1.69 2.56 4.32
C 2.09 1.26 4.61
C 1.53 0.19 3.91
C 0.58 0.43 2.93
C -2.54 2.59 2.24
C -2.67 2.47 3.62
C -3.84 2.89 4.25
C -4.87 3.44 3.52
C -4.75 3.56 2.14
C -3.60 3.13 1.51
H -1.27 3.81 -0.21
H -0.21 4.22 1.12
H 0.56 3.14 -1.48
H 0.94 1.92 -0.31
H 2.06 4.25 -2.87
H 1.94 6.28 -4.25
H 2.10 8.51 -3.19
H 2.39 8.69 -0.74
H 2.50 6.64 0.64
H 4.59 4.29 -1.81
H 6.28 2.76 -2.72
H 6.22 0.36 -2.17
H 4.45 -0.51 -0.67
H 2.78 1.00 0.27
H 0.46 3.82 3.14
H 2.13 3.39 4.86
H 2.83 1.07 5.37
H 1.84 -0.82 4.11
H 0.17 -0.40 2.36
H -1.86 2.04 4.20
H -3.92 2.79 5.33
H -5.78 3.77 4.01
H -5.56 3.99 1.56
H -3.52 3.21 0.43
F 0.74 -0.78 0.03
C 0.54 -2.22 -0.10
F -0.52 -2.41 0.88
C 1.75 -2.76 0.65
F 1.96 -2.27 1.90
F 1.66 -4.09 0.78
F 2.88 -2.50 -0.04
C -0.76 -1.73 -3.27
C -1.69 -1.68 -2.10
O -2.19 -2.92 -1.77
N -2.08 -0.70 -1.42
Te -3.19 -2.43 -0.13
C -3.52 -4.53 0.23
C -2.66 -5.56 -0.13
C -1.32 -5.37 -0.81
C -3.04 -6.87 0.17
C -4.21 -7.17 0.84
C -4.59 -8.59 1.16
C -5.01 -6.12 1.27
C -4.68 -4.80 0.98
C -5.59 -3.71 1.51
C -5.02 -2.01 -1.10
C -5.60 -2.83 -2.07
C -5.02 -4.15 -2.53
C -6.80 -2.42 -2.64
C -7.43 -1.24 -2.28
C -8.73 -0.82 -2.90
C -6.82 -0.45 -1.31
C -5.63 -0.81 -0.71
C -5.01 0.10 0.32
H -1.29 -2.13 -4.14
H 0.07 -2.40 -3.02
H -0.39 -0.74 -3.48
H -0.80 -4.48 -0.45
H -1.44 -5.26 -1.89
H -0.70 -6.24 -0.62
H -2.37 -7.68 -0.12
H -3.93 -9.30 0.67
H -5.61 -8.80 0.84
H -4.55 -8.77 2.23
H -5.90 -6.32 1.84
H -6.26 -4.12 2.26
H -6.20 -3.27 0.72
H -5.02 -2.91 1.98
H -3.93 -4.11 -2.61
H -5.42 -4.41 -3.51
H -5.27 -4.95 -1.84
H -7.26 -3.05 -3.40
H -9.05 -1.53 -3.66
H -8.63 0.16 -3.38
H -9.51 -0.74 -2.15
H -7.29 0.49 -1.02
H -5.62 0.99 0.46
H -4.01 0.42 0.00
H -4.91 -0.39 1.29
*
```

The HOMO energy comes out at -7.345 eV. Its LUMO energy is 0.30 eV.

Entry 3:
9 unconnected molecules or ions with the total composition C48H49N9O16, computed with ωB97M-V/def2-TZVPD.

```
! RIJCOSX wB97M-V def2-TZVPD def2/J DEFGRID3
* xyz 0 1
C 5.23 2.53 2.14
C 5.13 1.43 3.20
C 3.87 0.88 3.66
C 2.58 1.55 3.16
C 2.65 2.69 2.15
C 4.03 3.03 1.66
N 1.31 0.93 3.38
O 0.24 1.44 2.77
O 1.12 0.00 4.11
H 6.05 2.82 1.82
H 5.96 0.95 3.50
H 3.58 -0.11 4.34
H 1.71 3.08 1.73
H 4.08 3.82 0.89
C 3.84 -4.19 6.38
C 5.19 -3.39 6.68
C 5.88 -2.64 5.51
C 5.30 -2.60 4.14
C 3.89 -3.30 3.96
C 3.19 -4.04 5.08
N 5.91 -1.98 2.95
O 7.09 -1.36 3.14
O 5.15 -1.69 2.01
H 3.34 -4.59 7.13
H 5.54 -3.40 7.59
H 6.77 -2.14 5.50
H 3.46 -3.39 2.84
H 2.21 -4.64 4.78
C 2.07 -0.25 0.21
C 1.50 -1.66 0.44
C 0.14 -2.14 -0.27
C -0.72 -1.08 -0.96
C -0.14 0.33 -1.10
C 1.28 0.70 -0.51
N -2.08 -1.31 -1.56
O -2.40 -2.53 -1.71
O -2.76 -0.37 -1.58
H 3.14 0.06 0.49
H 2.14 -2.32 0.79
H -0.17 -3.07 0.11
H -0.73 1.08 -1.66
H 1.75 1.82 -0.38
C 1.02 3.06 -3.68
C -0.08 3.80 -2.94
C -1.00 4.73 -3.76
C -0.84 4.83 -5.28
C 0.28 4.18 -5.84
C 1.31 3.39 -4.96
N -1.81 5.57 -6.08
O -2.06 5.16 -7.32
O -2.50 6.27 -5.39
H 1.74 2.40 -3.06
H -0.13 3.45 -1.90
H -1.64 5.28 -3.34
H 0.51 4.37 -6.79
H 1.93 2.50 -5.49
C -3.05 1.88 -7.24
C -2.37 1.59 -5.95
C -3.12 0.76 -4.88
C -4.71 0.70 -5.05
C -5.27 1.06 -6.42
C -4.34 1.53 -7.59
N -5.71 0.22 -4.10
O -6.92 0.18 -4.40
O -5.32 -0.07 -2.98
H -2.38 2.51 -7.98
H -1.38 1.79 -5.68
H -2.84 0.67 -3.86
H -6.22 0.93 -6.66
H -4.72 1.68 -8.45
C -4.32 0.24 1.19
C -2.87 0.44 1.61
C -2.74 0.62 3.14
C -3.90 0.49 4.11
C -5.25 0.43 3.52
C -5.46 0.29 2.02
N -3.79 0.60 5.61
O -4.85 0.80 6.32
O -2.74 0.29 6.17
H -4.56 0.14 0.00
H -2.03 0.52 1.02
H -1.69 0.92 3.53
H -6.09 0.32 4.26
H -6.40 0.25 1.53
C 6.98 -4.13 -3.21
C 5.94 -3.15 -2.82
C 5.05 -3.37 -1.58
C 5.25 -4.69 -0.84
C 6.38 -5.63 -1.22
C 7.15 -5.37 -2.56
N 4.35 -5.06 0.31
O 4.97 -5.77 1.18
O 3.21 -4.77 0.32
H 7.57 -3.94 -4.04
H 5.88 -2.35 -3.42
H 4.28 -2.85 -1.27
H 6.49 -6.75 -0.83
H 7.98 -6.03 -2.84
C -2.37 -3.92 3.17
O -1.62 -3.97 2.15
N -2.24 -3.11 4.14
C -3.27 -3.05 5.22
C -1.14 -2.15 4.22
H -3.36 -4.45 3.04
H -4.22 -2.57 5.12
H -2.94 -2.72 6.13
H -3.80 -4.03 5.27
H -1.22 -1.66 3.26
H -0.22 -2.71 4.20
H -1.26 -1.44 4.95
C -3.85 5.19 -1.32
O -3.58 6.35 -1.80
N -4.35 4.11 -1.88
C -4.66 2.85 -1.18
C -4.57 4.16 -3.31
H -3.44 5.17 -0.19
H -4.28 1.88 -1.68
H -5.72 2.77 -1.28
H -4.48 2.99 -0.10
H -4.26 5.11 -3.67
H -5.74 3.88 -3.53
H -3.95 3.44 -3.58
*
```

The HOMO energy comes out at -9.130 eV. Its SMILES is O=[N+]([O-])c1ccccc1.O=[N+]([O-])c1ccccc1.O=[N+]([O-])c1ccccc1.O=[N+]([O-])c1ccccc1.O=[N+]([O-])c1ccccc1.O=[N+]([O-])c1ccccc1.O=[N+]([O-])c1ccccc1.CN(C)C=O.CN(C)C=O. Its LUMO energy is -1.91 eV.

Entry 4:
A molecular structure, C48H50ClN7P2RhSe2, computed with ωB97M-V/def2-TZVPD.

```
! RIJCOSX wB97M-V def2-TZVPD def2/J DEFGRID3
* xyz 1 5
Rh -0.28 0.30 0.20
C -1.40 -5.60 4.43
C -2.36 -5.11 3.35
C -2.82 -6.32 2.51
C -3.59 -4.46 4.01
C -1.71 -4.07 2.45
C -2.24 -3.75 1.21
C -1.69 -2.73 0.47
N -0.64 -2.00 0.87
C -0.07 -2.36 2.02
C -0.59 -3.34 2.84
C 1.23 -1.69 2.34
C 2.19 -2.37 3.07
C 3.43 -1.79 3.33
C 3.62 -0.52 2.82
C 2.62 0.09 2.08
N 1.43 -0.47 1.84
C 4.48 -2.53 4.15
C 4.66 -3.96 3.62
C 4.00 -2.58 5.61
C 5.84 -1.82 4.10
H -1.88 -6.39 5.01
H -1.13 -4.81 5.14
H -0.48 -6.01 4.00
H -3.17 -7.11 3.17
H -2.00 -6.72 1.91
H -3.65 -6.07 1.84
H -4.09 -5.19 4.65
H -4.30 -4.10 3.27
H -3.29 -3.62 4.64
H -3.09 -4.29 0.80
H -2.10 -2.48 -0.50
H -0.10 -3.55 3.78
H 1.98 -3.38 3.40
H 4.55 0.01 2.96
H 2.80 1.05 1.66
H 3.75 -4.56 3.72
H 5.44 -4.46 4.20
H 4.96 -3.96 2.57
H 3.05 -3.12 5.70
H 3.85 -1.57 6.01
H 4.74 -3.09 6.23
H 6.19 -1.69 3.07
H 6.58 -2.41 4.63
H 5.80 -0.83 4.58
Se -3.28 4.29 -5.37
P -1.30 4.18 -4.70
C -0.58 5.82 -4.37
C -1.20 6.54 -3.35
C -0.73 7.79 -2.99
C 0.35 8.36 -3.66
C 0.96 7.66 -4.69
C 0.49 6.39 -5.05
C -0.27 3.29 -5.88
C -0.01 3.87 -7.13
C 0.69 3.15 -8.09
C 1.13 1.86 -7.82
C 0.83 1.27 -6.60
C 0.13 1.98 -5.63
C -1.10 3.33 -3.08
C -0.13 2.70 -2.29
N -0.74 2.31 -1.14
N -2.00 2.74 -1.19
N -2.24 3.34 -2.33
P 1.63 2.48 -2.08
Se 1.93 0.50 -1.26
C 1.98 3.86 -0.95
C 2.22 3.63 0.39
C 2.37 4.69 1.28
C 2.27 5.99 0.82
C 2.01 6.23 -0.53
C 1.85 5.17 -1.41
C 2.72 2.66 -3.49
C 2.68 3.80 -4.29
C 3.57 3.96 -5.33
C 4.53 2.98 -5.58
C 4.59 1.84 -4.78
C 3.69 1.68 -3.74
H -2.06 6.11 -2.84
H -1.23 8.34 -2.19
H 0.71 9.34 -3.39
H 1.79 8.10 -5.23
H 0.97 5.87 -5.86
H -0.41 4.85 -7.36
H 0.88 3.60 -9.06
H 1.67 1.30 -8.57
H 1.14 0.25 -6.40
H -0.11 1.51 -4.69
H 2.24 2.62 0.75
H 2.56 4.49 2.33
H 2.39 6.82 1.50
H 1.90 7.24 -0.90
H 1.60 5.39 -2.44
H 1.94 4.55 -4.11
H 3.52 4.84 -5.95
H 5.23 3.10 -6.39
H 5.33 1.08 -4.97
H 3.73 0.79 -3.13
Cl -1.81 -0.44 -1.91
C -2.56 0.08 -0.41
H -3.11 -0.71 0.08
H -3.05 1.04 -0.53
N -0.13 1.81 3.12
C -0.48 2.93 3.77
C -1.36 3.61 2.96
C -1.50 2.80 1.82
N -0.75 1.70 1.93
H 0.48 1.07 3.42
H -0.08 3.16 4.74
H -1.85 4.55 3.15
H -2.08 2.96 0.92
*
```

As for the expectation value of S²: 6.01. The HOMO energy (alpha / beta) comes out at -9.161 / -9.160 eV. Its LUMO energy (alpha / beta) is -2.76 / -4.70 eV.

Number 1: E -3205.4768 Eh. Number 2: E -5078.9612 Eh. Number 3: E -3553.4925 Eh. Number 4: E -8298.4516 Eh.